Entry from the OMol25 dataset: a structure of composition C3H7NOS2 (wB97M-V/def2-TZVPD).

Output
* HOMO: -9.26 eV
* max |F|: 4.161 eV Å⁻¹
* HOMO-LUMO gap: 0.168 hartree

Last column: Mulliken charge in e.
Element x y z (Å)
S1 1.776 1.495 -0.118  -0.50
S2 0.781 -2.419 0.962  0.03
O1 -2.650 0.769 0.149  -0.59
N1 -0.926 1.523 -1.150  -0.39
C1 -1.588 0.593 -0.411  0.39
C2 0.474 -0.776 0.404  -0.58
C3 -0.869 -0.751 -0.355  -0.39
H1 1.344 -0.530 -0.250  0.25
H2 -1.555 -1.412 0.176  0.38
H3 -0.735 -1.143 -1.362  0.30
H4 -1.478 2.373 -1.190  0.24
H5 0.151 1.592 -0.941  0.30
H6 2.487 2.466 -0.701  0.18
H7 0.468 -0.117 1.283  0.39